1.
# C15H20F10N3O5PS2Tc

A structure of composition C15H20F10N3O5PS2Tc in a non-equilibrium geometry (ωB97M-V with the def2-TZVPD basis set, the Open Molecules 2025 dataset).

The geometry in XYZ format:
```
57
Properties=species:S:1:pos:R:3:forces:R:3:mulliken_charge:R:1
Tc 0.24127 1.16023 -0.65249 -0.712 -2.744 0.120 0.837
S 3.07151 2.26681 0.70622 0.162 -0.252 -0.032 1.156
S 2.71753 2.45320 -2.05262 0.188 0.781 0.313 1.014
P -1.74925 1.94161 2.07619 -0.137 0.106 0.214 1.041
F 0.60537 3.57653 -0.95276 0.074 -0.171 -0.008 -0.195
F 1.51087 -2.00153 3.63294 -0.045 0.016 0.023 -0.289
F 2.33973 -2.82613 -1.64880 0.008 0.011 -0.149 -0.325
F 3.92909 -0.11660 0.34310 0.179 0.143 0.263 -0.217
F 2.18077 4.98778 -1.50039 -0.002 -0.017 0.110 -0.184
F 3.77931 0.45791 2.43494 -0.029 0.082 -0.029 -0.180
F 0.93135 4.13254 -3.03731 0.039 -0.048 0.062 -0.201
F 0.14063 -0.57084 1.88982 -0.176 0.264 0.116 -0.300
F 5.43235 1.17309 1.23821 0.049 0.192 -0.054 -0.171
F 3.58802 -4.31237 0.11828 0.043 -0.046 -0.074 -0.279
O -1.14737 1.62095 0.68226 0.554 -0.142 -0.879 -1.036
O 1.74856 1.60137 0.72073 -0.199 -0.324 0.310 -0.289
O 3.43507 2.56522 -3.25467 0.138 -0.043 -0.081 -0.531
O 3.18033 3.38169 1.56376 0.180 0.064 0.116 -0.615
O 1.71958 1.33363 -2.03716 -0.569 -0.116 -0.018 -0.688
N 3.56147 2.50128 -0.76437 0.069 0.129 -0.230 -0.502
N -1.24798 0.76451 -2.17495 0.206 0.378 -0.079 1.272
N 0.46605 -0.79538 -0.83388 -0.056 2.947 0.287 0.340
C 2.57773 -3.21395 1.91973 -0.007 0.103 -0.068 -0.305
C 0.30233 -1.20541 -2.22628 -0.390 -0.162 -0.304 -0.540
C -2.62407 0.71159 -1.61796 -0.108 0.085 0.165 -1.283
C -1.21522 1.84103 -3.19954 -0.067 0.106 -0.171 -1.434
C -0.94241 -0.55206 -2.82184 0.169 -0.241 0.144 -1.485
C -2.80954 3.37683 1.86734 0.117 -0.220 0.100 -1.152
C 1.71177 -2.22175 2.34060 0.124 -0.169 -0.046 -0.064
C -0.46257 2.29527 3.27656 -0.246 -0.091 -0.166 -1.096
C 2.06699 -2.62722 -0.36693 -0.127 0.272 -0.013 1.142
C 1.16798 -1.60992 0.03300 0.562 -0.580 0.630 -0.029
C -2.74845 0.53580 2.57949 0.201 0.225 0.016 -1.124
C 4.16929 0.86112 1.23639 -0.304 -0.328 -0.237 0.706
C 1.02834 -1.45251 1.42871 -0.079 -0.004 -0.421 0.017
C 1.56402 3.92073 -1.90675 0.093 -0.094 -0.313 0.709
C 2.74756 -3.39662 0.55963 -0.069 0.023 0.181 -0.013
H -3.61114 3.13078 1.17057 0.006 -0.006 -0.010 0.382
H 0.09810 1.38967 3.50127 0.015 -0.024 -0.016 0.294
H 1.19821 -0.90626 -2.77865 0.026 -0.039 0.088 0.462
H 0.21336 3.05169 2.87658 -0.019 0.026 -0.002 0.305
H -0.92162 2.66919 4.19331 0.002 0.006 -0.004 0.497
H 0.19967 -2.28413 -2.30919 0.078 -0.052 0.039 0.796
H -0.24094 1.87087 -3.68157 0.002 -0.034 0.030 0.554
H -2.87286 1.67082 -1.17109 0.020 0.003 -0.033 0.263
H -3.25497 3.66305 2.82134 0.030 -0.017 0.014 0.454
H -1.79412 -1.21586 -2.68834 -0.043 0.054 0.023 0.469
H -0.79588 -0.41476 -3.89112 -0.056 0.026 -0.011 0.327
H -1.97710 1.65720 -3.96033 0.020 -0.046 0.015 0.384
H -3.33699 0.49925 -2.41595 0.054 -0.048 -0.033 0.404
H -2.23499 4.21566 1.47527 0.044 -0.006 0.028 0.387
H -2.68301 -0.06447 -0.85746 0.012 -0.013 -0.023 0.429
H -1.42570 2.80499 -2.73810 0.016 -0.044 0.074 0.249
H -2.14244 -0.36858 2.54593 -0.008 0.022 0.025 0.268
H 3.11457 -3.82767 2.63108 0.004 0.006 0.004 0.553
H -3.12248 0.67481 3.59474 -0.015 0.043 -0.010 0.442
H -3.59169 0.43782 1.89614 -0.021 0.008 0.009 0.371
```
Forces are in eV/Å.

Results
Total charge ... +2
⟨S²⟩ ... 0.814
LUMO energy (spin up / spin down) ... -0.3223 / -0.3243 hartree
Maximum force ... 3.0 eV Å⁻¹
HOMO-LUMO gap (spin up / spin down) ... 6.51 / 6.41 eV
DFT total energy ... -3340.65813 Ha
Molecular weight ... 705.4 g/mol
Multiplicity ... 2

2.
# C15H20F7N2O2

A cluster of 2 separate species, C15H20F7N2O2 in total in a non-equilibrium geometry (ωB97M-V with the def2-TZVPD basis set, the Open Molecules 2025 dataset).

The geometry in XYZ format:
```
46
Properties=species:S:1:pos:R:3:forces:R:3:mulliken_charge:R:1
F 4.59097 3.01918 -1.67085 -0.014 -1.041 0.550 -0.268
F 4.12771 0.87781 -1.91882 -0.144 0.543 0.698 -0.275
F -2.43689 1.11481 -2.61321 -0.637 0.246 0.625 -0.242
F 3.65676 1.63510 1.31451 -0.341 -0.141 -1.078 -0.335
F -4.28650 2.24285 -2.25658 0.814 -0.536 0.423 -0.256
F 3.07045 3.41788 0.19199 0.160 -1.043 -0.041 -0.347
F -4.20007 0.10293 -1.78348 0.536 0.847 -0.121 -0.304
O -0.16548 3.53026 -2.44336 0.421 -0.775 0.189 -0.549
O -0.30110 -2.27469 1.68133 -0.350 -0.297 0.017 -0.363
N -2.00387 -3.53831 0.90946 -0.489 0.082 -0.503 -0.034
N 1.52969 2.03264 -1.67837 0.396 -0.652 -0.295 -0.407
C -1.13983 -3.04935 2.01729 1.589 1.071 0.891 0.498
C -1.23187 -4.16832 -0.21440 -0.010 -0.458 -0.244 -0.723
C -3.47439 1.29218 -1.75272 -0.513 -0.907 0.193 0.844
C -0.51571 1.98196 -0.49957 -0.710 0.774 -0.509 0.921
C -1.40680 -3.52125 3.40603 -0.409 -0.025 -0.198 -1.191
C 3.24458 2.05044 0.06484 -0.400 0.844 -0.014 0.488
C 0.21925 2.66806 -1.71315 -0.286 -1.277 1.376 0.119
C 2.84031 -0.93406 0.04004 -0.097 -0.237 -1.256 -1.327
C 4.40205 1.84952 -0.98493 0.568 0.274 -0.027 0.088
C -1.90846 2.56768 -0.08680 0.345 0.289 0.796 -0.838
C 1.60367 -0.09167 -0.19831 1.060 -0.289 0.459 0.093
C -3.05968 1.53286 -0.28890 0.045 0.908 0.065 -0.719
C 3.82040 -1.63947 -0.07644 -0.632 -0.009 0.114 0.098
C 1.86252 1.46580 -0.34033 -2.208 0.841 0.993 1.283
C 0.67192 2.09704 0.51631 -0.728 0.499 -0.050 -2.109
H -0.67992 -5.02085 0.17527 0.018 0.073 -0.035 0.359
H 0.74624 3.19442 0.69245 0.458 -0.687 -0.173 0.456
H 1.05822 -0.41494 -1.11570 0.688 -0.043 0.545 0.479
H -1.95362 -4.49576 -0.96036 0.060 -0.001 0.035 0.372
H -3.97945 1.87822 0.24252 0.646 -0.286 -0.483 0.507
H -0.56522 -3.42489 -0.64339 0.010 -0.021 0.192 0.259
H 0.90189 -0.26699 0.64866 0.570 0.211 -0.579 0.252
H 5.33029 1.55767 -0.43980 -0.559 0.292 -0.493 0.290
H -1.02407 -4.53682 3.53141 -0.086 -0.041 0.017 0.351
H -2.12605 3.55950 -0.55328 0.194 -0.887 0.045 0.396
H -2.48033 -3.50568 3.61013 0.024 -0.173 0.048 0.421
H 1.59692 1.26237 -2.34483 0.191 0.809 -0.484 0.371
H -0.77362 0.94739 -0.84203 0.875 0.545 0.351 0.101
H 0.47656 1.66924 1.52192 0.339 -0.177 -0.768 0.395
H 4.63769 -2.34796 -0.22964 -0.620 0.791 0.341 0.430
H -0.90941 -2.85615 4.10822 0.104 -0.049 -0.138 0.345
H -2.75307 -4.13849 1.25805 -0.072 -0.008 -0.198 0.389
H -2.39516 -2.67474 0.51815 -0.429 -0.162 0.083 0.282
H -2.74688 0.57812 0.18660 -0.261 0.409 -0.547 0.060
H -1.87066 2.77443 1.01408 -0.114 -0.127 -0.813 0.339
```
Forces are in eV/Å.

Results
Total charge ... +1
LUMO energy ... -0.1594 hartree
Maximum force ... 2.6 eV Å⁻¹
HOMO-LUMO gap ... 7.57 eV
DFT total energy ... -1542.28838 Ha
Molecular weight ... 393.3 g/mol

3.
# C15H20FNO3

A cluster of 2 separate species, C15H20FNO3 in total in a non-equilibrium geometry (ωB97M-V with the def2-TZVPD basis set, the Open Molecules 2025 dataset).

The geometry in XYZ format:
```
40
Properties=species:S:1:pos:R:3:forces:R:3:mulliken_charge:R:1
F 0.00598 -0.06844 0.06676 2.524 0.999 3.172 -0.160
O -2.01243 2.14043 -0.91307 0.227 0.639 0.047 -0.715
O -4.22417 -1.22200 -1.98051 0.846 -1.384 -0.430 -0.751
O -2.38481 -2.22016 -2.70920 0.845 -1.056 -0.723 -0.388
N 0.93862 0.16258 1.22046 -1.097 -0.712 -1.610 0.146
C -3.02378 -1.11891 -2.24939 -0.083 2.660 0.744 0.470
C 2.05356 -0.82095 3.02985 -0.141 0.285 -0.210 -0.584
C -0.87764 0.22769 -2.59041 0.537 -0.106 -0.032 0.260
C -4.26360 1.34019 -1.12806 -0.420 0.174 0.100 -1.140
C 1.56660 2.31353 0.23575 0.107 0.565 -0.413 -1.191
C -2.23736 0.10804 -2.05325 -2.260 -0.175 0.031 0.263
C 1.04585 -0.85738 2.07572 -0.001 -0.516 0.312 0.630
C 0.10548 -1.98775 1.98441 -0.384 -0.773 0.099 -1.270
C -2.78210 1.26505 -1.35045 0.795 -1.994 -0.659 0.426
C 2.93986 0.25907 3.10365 -0.184 -0.161 -0.089 0.965
C -0.54431 -0.85759 -3.60770 -0.181 0.486 -0.009 -0.895
C 4.05088 0.26692 4.11791 0.162 0.213 -0.001 -1.412
C 2.74252 1.29803 2.19040 -0.032 -0.309 0.282 -0.546
C 1.74361 1.23140 1.22681 -0.130 0.618 -0.562 0.468
C -0.97786 -2.21070 -3.11217 -1.169 0.100 0.208 -0.381
H 1.85332 1.98810 -0.77328 -0.166 -0.052 0.219 0.283
H -0.92322 -2.96065 -3.91380 0.092 0.074 0.381 0.340
H -4.62435 2.30842 -1.49963 0.074 -0.120 0.155 0.333
H -0.19139 0.17920 -1.74117 0.625 0.088 -0.378 -0.323
H 3.66039 0.23468 5.14419 -0.011 -0.001 -0.296 0.348
H 2.23530 3.12921 0.53409 -0.256 -0.115 -0.204 0.368
H 4.66247 1.16928 4.01390 -0.117 -0.198 0.053 0.350
H 2.11955 -1.66838 3.70871 0.036 0.236 -0.123 0.389
H 0.19915 -2.52804 1.03492 -0.025 0.203 0.121 0.264
H -0.73871 1.21126 -3.05644 0.107 0.002 0.193 0.337
H -4.75592 0.48799 -1.61955 0.061 0.803 0.320 0.312
H 0.34884 -2.67254 2.80177 -0.195 0.026 -0.220 0.363
H -0.93900 -1.67172 2.08389 0.210 0.061 -0.102 0.358
H -4.45595 1.28700 -0.04867 -0.072 0.108 -0.114 0.225
H 0.53394 2.67638 0.18065 -0.011 -0.230 -0.033 0.314
H -0.38236 -2.53531 -2.24512 -0.042 0.036 -0.172 0.151
H 4.70761 -0.60554 3.99394 -0.241 0.188 -0.040 0.350
H 0.52826 -0.86118 -3.81309 0.040 -0.101 -0.128 0.389
H -1.07170 -0.60798 -4.53978 0.114 -0.237 0.119 0.327
H 3.36885 2.19076 2.19695 -0.180 -0.323 -0.009 0.329
```
Forces are in eV/Å.

Results
LUMO energy ... -0.0703 hartree
Maximum force ... 4.2 eV Å⁻¹
HOMO-LUMO gap ... 3.52 eV
DFT total energy ... -963.73680 Ha
Molecular weight ... 281.3 g/mol

4.
# C15H20FNO3

An isolated molecule of C15H20FNO3 (ωB97M-V with the def2-TZVPD basis set, the Open Molecules 2025 dataset).

The geometry in XYZ format:
```
40
Properties=species:S:1:pos:R:3:forces:R:3:mulliken_charge:R:1
F 2.05480 1.50652 4.24823 -0.180 0.008 -0.058 -0.337
O -1.04081 1.63327 -2.18602 -0.288 0.173 -0.147 -0.683
O -0.81641 1.71559 4.87629 -0.088 -0.001 -0.270 -0.439
O -1.24514 -1.87765 -2.17368 -0.006 0.181 0.099 -0.415
N 0.49375 0.33086 -1.19032 0.298 0.177 0.149 0.206
C -0.76891 1.67057 1.26310 0.067 0.004 0.039 -0.204
C 0.45115 -1.63253 0.33335 0.090 0.072 -0.119 -1.061
C -1.17951 1.71446 2.57564 0.177 -0.023 0.130 -0.817
C -0.75702 -2.29685 -4.46469 -0.049 0.039 0.195 -0.584
C -0.96572 -2.93051 -3.08616 0.109 -0.388 -0.156 -0.459
C -0.56249 0.52405 -2.00724 -0.173 -0.194 -0.183 0.573
C 1.01966 1.49723 -0.49158 -0.088 0.278 -0.139 -1.632
C 0.58244 1.56364 0.94608 0.161 0.079 0.162 0.420
C 0.01184 1.68808 6.01918 0.200 -0.007 0.397 -0.757
C 1.10388 -0.94005 -0.86115 -0.091 -0.467 0.171 -0.679
C 1.49918 1.51162 1.98152 -0.229 0.071 -0.049 -0.426
C -1.14023 -0.62791 -2.83097 -0.266 0.306 -0.403 -0.041
C -0.26855 1.66197 3.63728 0.053 -0.019 -0.161 0.322
C 1.07979 1.56302 3.30003 0.031 -0.011 0.095 0.637
C -0.32181 -0.87805 -4.10673 -0.092 -0.091 0.149 -0.643
H -0.01786 -2.83386 -5.05482 -0.022 -0.030 -0.047 0.334
H 2.15871 -0.74615 -0.64096 -0.057 -0.003 -0.112 0.449
H -1.49465 1.72035 0.46675 -0.127 0.010 -0.105 0.480
H 1.05804 -1.59920 -1.72649 0.114 0.039 0.025 0.317
H 0.95366 -2.57798 0.52198 0.048 -0.146 0.073 0.414
H 0.74694 -0.84087 -3.88815 0.028 0.020 0.002 0.289
H 0.69935 2.53744 6.04101 -0.058 -0.073 -0.005 0.306
H -0.06278 -3.45699 -2.74743 -0.077 0.027 -0.030 0.286
H -1.69768 -2.27106 -5.01497 0.002 -0.019 -0.041 0.306
H -2.15066 -0.28984 -3.11383 0.269 0.018 0.122 0.395
H -2.22431 1.79602 2.82883 -0.137 0.015 0.045 0.423
H 2.55886 1.43233 1.79060 0.134 -0.022 -0.012 0.350
H 0.63985 2.37273 -1.02702 0.200 -0.138 0.093 0.447
H -0.54698 -0.14775 -4.87928 0.027 0.053 0.005 0.421
H 2.11133 1.47918 -0.55714 -0.062 0.003 0.002 0.417
H -0.59401 -1.82861 0.11392 -0.051 -0.033 0.027 0.235
H -0.66763 1.75245 6.86767 0.059 -0.004 -0.036 0.245
H 0.58274 0.75816 6.08293 -0.049 0.082 -0.010 0.302
H -1.80025 -3.63768 -3.07089 0.105 0.034 0.005 0.312
H 0.51744 -1.01598 1.22512 0.018 -0.019 0.096 0.292
```
Forces are in eV/Å.

Results
LUMO energy ... 0.0305 hartree
Maximum force ... 0.6 eV Å⁻¹
HOMO-LUMO gap ... 9.23 eV
SMILES ... CCN(Cc1ccc(OC)c(F)c1)C(=O)[C@H]1CCCO1
DFT total energy ... -963.90322 Ha
Molecular weight ... 281.3 g/mol

Which value of DFT total energy does entry 2 give? -1542.28838 Ha